Record 1
Molecular formula: C4H7NO
Method: DFT, the ωB97M-V functional and the def2-TZVPD basis

Each line ends with the Löwdin charge.
Cartesian coordinates (Å):
C: -1.2701 -0.0202 0.9127  -0.03
C: 0.0031 0.0500 0.0970  -0.47
C: 1.3490 -0.2416 0.7045  -0.18
O: 2.3707 0.1549 0.1836  0.04
C: -0.0221 -0.2610 -1.3672  -0.11
N: 0.0625 1.1084 -0.9087  0.06
H: -1.2891 0.7371 1.7037  0.08
H: -2.1220 0.1826 0.2549  0.08
H: -1.4227 -1.0067 1.3646  0.08
H: 1.4101 -0.8420 1.6327  0.13
H: 0.8633 -0.7298 -1.7917  0.11
H: -0.9688 -0.5424 -1.8236  0.11
H: 1.0361 1.4107 -0.9624  0.09

## Properties
* energy above the lowest of the compared OMol25 structures with the same formula, charge and spin: 1.8540 eV
* LUMO level: 0.886 eV
* frontier orbital gap: 10.8 eV
* max |F|: 0.54 eV Å⁻¹
* spin multiplicity: 1
* SMILES string: C[C@@]1(C=O)CN1

=====

Record 2
Molecular formula: C4H7NO
Method: DFT, the ωB97M-V functional and the def2-TZVPD basis

Each line ends with the Löwdin spin population.
Cartesian coordinates (Å):
C: 0.0707 -1.0219 0.1633  0.12
C: -0.8157 -0.0672 0.0995  0.59
C: 1.6787 -0.7690 -0.1359  0.10
C: -1.6622 1.0372 -0.0759  0.13
N: 1.9770 0.5399 0.0128  0.35
O: 1.1277 1.4976 -0.3322  0.59
H: -0.1739 -1.9762 0.5596  0.03
H: 2.3655 -1.3261 0.6016  0.00
H: 1.6468 -1.1881 -1.2352  0.02
H: -1.9592 1.4262 0.9740  0.01
H: -2.6412 0.8543 -0.6848  0.02
H: -1.0477 1.7430 -0.5489  0.04
H: 2.3736 0.8639 0.9358  0.01

## Properties
* energy above the lowest of the compared OMol25 structures with the same formula, charge and spin: 1.4884 eV
* LUMO level (alpha / beta): 0.947 / -0.457 eV
* <S²>: 2.01
* frontier orbital gap (alpha / beta): 7.5 / 8.8 eV
* max |F|: 6.54 eV Å⁻¹
* spin multiplicity: 3

=====

Record 3
Molecular formula: C4H7NO2
Method: DFT, the ωB97M-V functional and the def2-TZVPD basis

Each line ends with the Löwdin spin population.
Cartesian coordinates (Å):
O: 2.0291 -0.2896 -1.6066  0.31
C: 0.8480 -0.8038 -1.5331  0.41
C: 0.0266 -0.6717 -0.2983  0.08
C: -0.5829 0.7527 -0.1500  0.04
C: -1.1085 1.0300 1.2223  0.02
O: -2.2393 1.4054 1.4608  0.02
N: 0.7865 -1.0482 0.8830  0.03
H: 0.3704 -1.2841 -2.4052  0.05
H: -0.8064 -1.3597 -0.4246  0.01
H: 0.2027 1.4912 -0.3188  0.00
H: -1.3852 0.8891 -0.8661  0.01
H: -0.4295 0.8819 2.0752  0.00
H: 1.7682 -0.8217 0.8068  0.00
H: 0.6912 -1.9974 1.2009  0.01

## Properties
* energy above the lowest of the compared OMol25 structures with the same formula, charge and spin: 0.9767 eV
* LUMO level (alpha / beta): 4.068 / 4.034 eV
* total charge: -1
* <S²>: 0.75
* frontier orbital gap (alpha / beta): 4.1 / 7.5 eV
* max |F|: 1.66 eV Å⁻¹
* spin multiplicity: 2

=====

Record 4
Molecular formula: C4H7NO2
Method: DFT, the ωB97M-V functional and the def2-TZVPD basis

Each line ends with the Löwdin spin population.
Cartesian coordinates (Å):
C: -0.0687 -1.1196 1.2685  0.08
C: -0.1395 -1.0140 -0.0971  0.09
C: 1.3164 -2.8722 1.8702  0.38
N: 1.0438 -1.6265 1.9663  0.24
H: -0.9033 -0.7621 1.9093  0.02
H: 0.7205 -1.1148 -0.7139  0.00
H: -1.0899 -0.8365 -0.6238  0.02
H: 2.2194 -3.2564 2.3389  0.06
H: 0.6477 -3.5786 1.3240  0.05
O: -1.2554 2.1869 -0.4624  0.01
C: -0.4282 1.8947 -1.2963  0.03
O: -0.4529 2.3687 -2.5710  0.02
H: 0.4132 1.2135 -1.1006  0.01
H: 0.2712 1.9419 -3.1033  0.01

## Properties
* energy above the lowest of the compared OMol25 structures with the same formula, charge and spin: 2.5294 eV
* LUMO level (alpha / beta): 3.108 / 2.988 eV
* total charge: -1
* <S²>: 0.76
* frontier orbital gap (alpha / beta): 2.3 / 6.4 eV
* max |F|: 4.99 eV Å⁻¹
* spin multiplicity: 2

=====

Record 5
Molecular formula: C4H7NO2
Method: DFT, the ωB97M-V functional and the def2-TZVPD basis

Each line ends with the Löwdin charge.
Cartesian coordinates (Å):
C: 0.7526 1.5236 -0.4302  -0.02
C: 0.1940 0.1354 -0.3150  -0.30
N: 0.8121 -0.9270 -0.6608  0.04
O: 2.0674 -0.6457 -1.1738  -0.05
C: -1.1814 -0.0864 0.2260  -0.27
C: -1.4243 -1.1532 1.1904  -0.11
O: -1.3734 0.2080 1.6039  -0.03
H: 1.0041 1.7519 -1.4715  0.09
H: 0.0456 2.2667 -0.0535  0.09
H: 1.6826 1.5984 0.1432  0.09
H: 2.4043 -1.5249 -1.3886  0.10
H: -2.0009 0.2466 -0.4153  0.15
H: -2.4021 -1.6293 1.2398  0.11
H: -0.5805 -1.7641 1.5053  0.11

## Properties
* energy above the lowest of the compared OMol25 structures with the same formula, charge and spin: 3.5591 eV
* LUMO level: 0.972 eV
* frontier orbital gap: 10.8 eV
* max |F|: 0.62 eV Å⁻¹
* spin multiplicity: 1
* SMILES string: C/C(=N\O)[C@H]1CO1

=====

Record 6
Molecular formula: C4H7NO2
Method: DFT, the ωB97M-V functional and the def2-TZVPD basis

Each line ends with the Löwdin charge.
Cartesian coordinates (Å):
C: 0.7296 0.0522 -0.5598  -0.14
C: 1.4332 -0.9173 0.3727  -0.11
C: -0.6383 0.7719 0.0968  -0.65
C: -1.6743 -0.8284 0.3476  0.03
O: -0.3683 1.3129 1.3003  0.05
N: -1.5715 1.2816 -0.6319  0.08
O: -1.9692 -1.7144 -0.3157  0.13
H: -1.0103 2.0359 1.4214  0.13
H: -1.6220 0.9436 -1.5854  0.06
H: 0.4986 -0.3776 -1.5371  0.11
H: 1.3404 0.9456 -0.7095  0.11
H: 2.4291 -1.1525 -0.0087  0.07
H: 1.5340 -0.4909 1.3736  0.08
H: 0.8890 -1.8626 0.4357  0.07

## Properties
* energy above the lowest of the compared OMol25 structures with the same formula, charge and spin: 2.8123 eV
* LUMO level: 0.320 eV
* frontier orbital gap: 9.6 eV
* max |F|: 4.24 eV Å⁻¹
* spin multiplicity: 1

=====

Record 7
Molecular formula: C4H7NO2
Method: DFT, the ωB97M-V functional and the def2-TZVPD basis

Each line ends with the Löwdin charge.
Cartesian coordinates (Å):
O: -0.9725 -2.2675 -0.4729  -0.06
N: -1.5318 -0.9911 -0.2670  0.05
C: -0.5900 -0.1378 -0.2620  -0.29
C: -0.4902 1.3642 -0.1086  -0.08
C: 1.0609 1.2001 -0.1456  -0.09
C: 0.8737 -0.3224 0.0267  -0.29
O: 0.7063 -0.6569 1.4103  -0.02
H: -1.7394 -2.8529 -0.4532  0.09
H: -0.8853 1.7797 0.8229  0.12
H: -0.9283 1.8846 -0.9596  0.11
H: 1.6467 1.6829 0.6402  0.11
H: 1.4706 1.4782 -1.1249  0.11
H: 1.5295 -1.0246 -0.5017  0.15
H: -0.1501 -1.1366 1.3954  0.09

## Properties
* energy above the lowest of the compared OMol25 structures with the same formula, charge and spin: 3.8853 eV
* LUMO level: 0.909 eV
* frontier orbital gap: 10.7 eV
* max |F|: 1.31 eV Å⁻¹
* spin multiplicity: 1
* SMILES string: O/N=C1/CC[C@H]1O

=====

Record 8
Molecular formula: C4H7NO2
Method: DFT, the ωB97M-V functional and the def2-TZVPD basis

Each line ends with the Löwdin charge.
Cartesian coordinates (Å):
C: 0.9812 0.7862 -1.0340  -0.01
C: 0.0155 -0.0875 -0.2805  -0.41
C: -0.4468 0.4675 1.1825  -0.50
N: 0.1514 -0.3462 2.0579  0.19
O: -1.1653 1.4306 1.2952  0.08
C: -1.0289 -0.8397 -0.9555  -0.10
O: 0.1811 -1.5020 -0.6133  -0.03
H: 0.9678 0.5477 -2.1027  0.09
H: 0.6711 1.8195 -0.8862  0.09
H: 2.0186 0.6792 -0.6857  0.09
H: 0.1037 -0.3034 3.0806  0.14
H: 0.6491 -0.8531 1.3104  0.11
H: -1.8820 -1.1756 -0.3661  0.13
H: -1.2166 -0.6234 -2.0024  0.12

## Properties
* energy above the lowest of the compared OMol25 structures with the same formula, charge and spin: 2.4363 eV
* LUMO level: 0.899 eV
* frontier orbital gap: 10.7 eV
* max |F|: 3.29 eV Å⁻¹
* spin multiplicity: 1
* SMILES string: C[C@@]1(C(N)=O)CO1

=====

Record 9
Molecular formula: C4H7NO2
Method: DFT, the ωB97M-V functional and the def2-TZVPD basis

Each line ends with the Löwdin charge.
Cartesian coordinates (Å):
C: 1.3966 -0.7642 0.1052  -0.01
C: 0.1552 -0.1199 -0.4354  -0.30
N: -0.6028 -0.6256 -1.3278  0.04
O: -0.1143 -1.8512 -1.7651  -0.06
C: -0.2723 1.2073 0.1216  -0.25
C: -1.2703 1.2307 1.1915  -0.09
O: 0.1156 1.4002 1.4701  -0.05
H: 1.1872 -1.7969 0.3935  0.09
H: 2.1775 -0.7976 -0.6587  0.09
H: 1.7605 -0.2135 0.9703  0.08
H: -0.7850 -2.1300 -2.4007  0.09
H: -0.1547 2.0729 -0.5307  0.15
H: -1.8764 2.1105 1.3921  0.11
H: -1.7168 0.2772 1.4741  0.12

## Properties
* energy above the lowest of the compared OMol25 structures with the same formula, charge and spin: 3.6116 eV
* LUMO level: 0.990 eV
* frontier orbital gap: 10.7 eV
* max |F|: 0.64 eV Å⁻¹
* spin multiplicity: 1
* SMILES string: C/C(=N\O)[C@H]1CO1

=====

Record 10
Molecular formula: C4H7NO2
Method: DFT, the ωB97M-V functional and the def2-TZVPD basis

Each line ends with the Löwdin charge.
Cartesian coordinates (Å):
N: 1.5798 0.4867 1.4977  0.14
C: 0.7757 -0.6441 1.1790  -0.46
O: 1.1647 -1.8321 1.2233  0.02
C: -0.6370 -0.2072 0.6101  -0.13
C: -0.4814 0.4734 -0.7175  -0.16
C: -0.9809 -0.1535 -2.0808  -0.24
O: -1.3253 0.4239 -3.0836  0.04
H: 2.4785 0.1439 1.6493  0.07
H: 1.1027 1.4136 1.6337  0.14
H: -1.1546 -1.1629 0.5089  0.11
H: -1.1855 0.3090 1.3721  0.10
H: -0.9175 1.4992 -0.7858  0.13
H: 0.5454 0.5460 -0.9539  0.09
H: -0.9648 -1.2959 -2.0526  0.13

## Properties
* energy above the lowest of the compared OMol25 structures with the same formula, charge and spin: 1.4809 eV
* LUMO level: 0.620 eV
* frontier orbital gap: 10.5 eV
* max |F|: 4.25 eV Å⁻¹
* spin multiplicity: 1
* SMILES string: NC(=O)CCC=O

=====

Record 11
Molecular formula: C4H7NO2
Method: DFT, the ωB97M-V functional and the def2-TZVPD basis

Each line ends with the Löwdin charge.
Cartesian coordinates (Å):
O: -1.8489 -0.9439 -0.9969  0.11
C: -0.7674 -0.4975 -0.3484  -0.23
C: 0.2501 -1.3486 0.3297  -0.13
N: 1.1094 -0.3350 0.9885  -0.06
C: 0.9733 0.9511 0.2647  -0.14
C: -0.4597 0.8623 -0.2526  -0.43
O: -1.1922 1.8459 -0.9269  -0.13
H: -2.2139 -0.1211 -1.4198  0.14
H: -1.3171 1.3703 0.3831  0.24
H: -0.1757 -2.0488 1.0679  0.13
H: 0.7715 -1.9610 -0.4367  0.13
H: 2.0803 -0.6446 1.0017  0.11
H: 1.6572 1.0724 -0.5994  0.13
H: 1.1331 1.7983 0.9452  0.12

## Properties
* energy above the lowest of the compared OMol25 structures with the same formula, charge and spin: 4.5308 eV
* LUMO level (alpha / beta): 0.230 / 0.230 eV
* frontier orbital gap (alpha / beta): 8.4 / 8.4 eV
* max |F|: 1.09 eV Å⁻¹
* spin multiplicity: 1

=====

Record 12
Molecular formula: C4H7NO2
Method: DFT, the ωB97M-V functional and the def2-TZVPD basis

Each line ends with the Löwdin charge.
Cartesian coordinates (Å):
C: 1.2005 1.3562 -0.2981  -0.01
C: -0.0934 0.6956 -0.2535  -0.34
C: -1.3544 0.6881 -0.0407  0.07
N: -0.7148 -0.4363 -0.8750  -0.07
O: -0.6613 -0.1713 -2.3104  -0.08
H: 1.4442 1.5641 -1.3442  0.09
H: 1.1374 2.2924 0.2603  0.09
H: 1.9376 0.6913 0.1490  0.08
H: -2.1657 1.3299 0.2743  0.10
H: -0.7293 -1.0679 -2.6743  0.08
C: 0.0072 -1.7558 1.7511  -0.13
O: 0.9801 -1.0746 1.9779  -0.02
H: -0.4846 -2.3453 2.5500  0.08
H: -0.4377 -1.8127 0.7431  0.06

## Properties
* energy above the lowest of the compared OMol25 structures with the same formula, charge and spin: 6.2124 eV
* LUMO level: 1.016 eV
* frontier orbital gap: 9.9 eV
* max |F|: 0.85 eV Å⁻¹
* spin multiplicity: 1
* SMILES string: CC1=CN1O.C=O

=====

Record 13
Molecular formula: C4H7NO2
Method: DFT, the ωB97M-V functional and the def2-TZVPD basis

Each line ends with the Löwdin charge.
Cartesian coordinates (Å):
C: -0.0050 1.6278 1.0319  -0.03
C: 0.3211 0.5046 0.0761  -0.36
C: -0.0548 -0.8691 0.5511  -0.13
N: 0.2362 -1.5950 -0.6709  0.08
C: -0.2772 -0.8255 -1.6825  -0.55
O: -0.5205 -1.1171 -2.8220  0.11
O: -0.5127 0.4379 -1.1340  0.01
H: -0.9542 1.4734 1.5555  0.09
H: -0.0242 2.5891 0.5164  0.09
H: 0.7871 1.6653 1.7919  0.09
H: 1.3391 0.5898 -0.3076  0.15
H: -1.1720 -0.6070 0.4376  0.16
H: 0.4855 -1.2842 1.4218  0.14
H: 0.3516 -2.5901 -0.7652  0.15

## Properties
* energy above the lowest of the compared OMol25 structures with the same formula, charge and spin: 1.0330 eV
* LUMO level: 0.845 eV
* frontier orbital gap: 10.7 eV
* max |F|: 2.72 eV Å⁻¹
* spin multiplicity: 1
* SMILES string: C[C@H]1CNC(=O)O1

=====

Record 14
Molecular formula: C4H7NO2
Method: DFT, the ωB97M-V functional and the def2-TZVPD basis

Each line ends with the Löwdin charge.
Cartesian coordinates (Å):
C: 1.8939 -1.1447 0.5196  -0.15
C: 0.9535 -0.0300 0.6824  0.03
C: 0.7141 0.6731 -0.6160  -0.24
O: -0.6640 0.9303 -0.8488  -0.02
C: -1.5218 0.1151 -0.1831  -0.63
O: -1.3155 -1.0499 0.0851  0.08
N: -2.6480 0.8235 0.0876  0.19
H: 2.4875 -1.2080 -0.4069  0.08
H: 2.4835 -1.3900 1.4054  0.07
H: 1.1140 -1.9310 0.4473  0.11
H: 1.1578 1.6682 -0.4442  0.14
H: 1.1668 0.2631 -1.5322  0.12
H: -3.2715 0.4563 0.7860  0.11
H: -2.5503 1.8239 0.0180  0.11

## Properties
* energy above the lowest of the compared OMol25 structures with the same formula, charge and spin: 3.7988 eV
* LUMO level: 0.272 eV
* frontier orbital gap: 8.7 eV
* max |F|: 0.60 eV Å⁻¹
* spin multiplicity: 1

=====

Record 15
Molecular formula: C4H7NO2
Method: DFT, the ωB97M-V functional and the def2-TZVPD basis

Each line ends with the Löwdin charge.
Cartesian coordinates (Å):
C: -2.1381 0.3779 0.3888  -0.09
N: -1.1324 1.1446 1.0721  0.08
C: 0.0300 1.0832 1.3615  -0.35
C: 0.8114 -1.5067 -0.1595  -0.07
O: 1.0011 -0.7457 -1.2047  -0.15
C: 1.7614 0.2869 -1.3463  -0.04
O: 1.1564 1.1534 1.7096  0.11
H: -1.7131 -0.5458 -0.0169  0.06
H: -2.9455 0.1323 1.0842  0.08
H: -2.5586 0.9732 -0.4261  0.08
H: 0.2242 -2.3910 -0.3555  0.07
H: 1.4387 -1.3614 0.7129  0.08
H: 1.7007 0.7718 -2.3086  0.07
H: 2.3638 0.6274 -0.5115  0.07

## Properties
* energy above the lowest of the compared OMol25 structures with the same formula, charge and spin: 4.6396 eV
* LUMO level (alpha / beta): 0.635 / 0.498 eV
* frontier orbital gap (alpha / beta): 8.3 / 8.1 eV
* max |F|: 0.99 eV Å⁻¹
* spin multiplicity: 1

=====

Record 16
Molecular formula: C4H7NO2
Method: DFT, the ωB97M-V functional and the def2-TZVPD basis

Each line ends with the Löwdin charge.
Cartesian coordinates (Å):
C: -2.2760 -0.2016 -0.1653  0.00
C: -0.8370 0.1608 0.0729  -0.50
N: -0.3042 1.3076 0.1707  0.16
O: -0.0863 -0.9547 0.2076  -0.05
C: 1.2798 -0.7159 0.4942  -0.19
C: 2.0124 0.0099 -0.6026  -0.14
O: 3.1472 0.5349 -0.2308  -0.01
H: -2.6834 -0.6907 0.7253  0.09
H: -2.8713 0.6860 -0.3899  0.08
H: -2.3511 -0.9092 -0.9958  0.09
H: -0.9949 2.0424 0.0422  0.07
H: 1.4060 -0.1554 1.4306  0.13
H: 1.7386 -1.7065 0.5940  0.14
H: 2.8200 0.5923 -1.3530  0.14

## Properties
* energy above the lowest of the compared OMol25 structures with the same formula, charge and spin: 4.9184 eV
* LUMO level: 0.919 eV
* frontier orbital gap: 9.5 eV
* max |F|: 0.54 eV Å⁻¹
* spin multiplicity: 1

=====

Record 17
Molecular formula: C4H7NO2
Method: DFT, the ωB97M-V functional and the def2-TZVPD basis

Each line ends with the Löwdin charge.
Cartesian coordinates (Å):
C: 2.4336 -0.2590 -0.1897  -0.12
N: 1.2810 0.6036 -0.1277  0.04
C: 0.0826 0.2374 -0.1129  -0.38
C: -0.9988 1.1929 0.2927  -0.11
O: -2.2021 0.5420 -0.0572  -0.07
C: -1.9160 -0.8265 -0.0706  -0.18
O: -0.5058 -0.9809 -0.3157  0.04
H: 2.6836 -0.5636 -1.2117  0.08
H: 3.2806 0.3155 0.2011  0.07
H: 2.3095 -1.1570 0.4269  0.08
H: -0.9036 2.1457 -0.2270  0.14
H: -0.9039 1.3510 1.3779  0.14
H: -2.4876 -1.2956 -0.8778  0.14
H: -2.1532 -1.3055 0.8916  0.14

## Properties
* energy above the lowest of the compared OMol25 structures with the same formula, charge and spin: 1.8592 eV
* LUMO level: 0.896 eV
* frontier orbital gap: 10.5 eV
* max |F|: 0.52 eV Å⁻¹
* spin multiplicity: 1
* SMILES string: C/N=C1/COCO1